(1)
{"formula": "C31H32N7O4STl", "method": "ωB97M-V/def2-TZVPD", "elements": ["Tl", "C", "C", "C", "C", "C", "C", "C", "C", "N", "C", "O", "C", "C", "C", "C", "C", "N", "C", "O", "N", "C", "C", "C", "C", "C", "C", "C", "C", "H", "H", "H", "H", "H", "H", "H", "H", "H", "H", "H", "H", "H", "H", "H", "H", "H", "H", "H", "H", "H", "C", "C", "C", "N", "N", "C", "N", "S", "H", "H", "H", "H", "H", "H", "H", "O", "C", "C", "C", "C", "O", "N", "H", "H", "H", "H"], "coordinates": [[-0.8293, -0.0896, -0.0473], [-0.0849, 3.9936, -1.9847], [0.2191, 4.0027, -0.5120], [1.1087, 4.9358, 0.0129], [1.4098, 4.9636, 1.3661], [0.8358, 4.0309, 2.2133], [-0.0583, 3.0867, 1.7244], [-0.6432, 2.0423, 2.6320], [-0.3928, 3.0953, 0.3631], [-1.3497, 2.1594, -0.0952], [-2.4729, 2.6073, -0.6880], [-2.8166, 3.7787, -0.8102], [-3.4142, 1.5409, -1.1502], [-4.6804, 1.8271, -1.6243], [-5.5285, 0.7594, -1.8912], [-5.1086, -0.5391, -1.6294], [-3.8201, -0.7211, -1.1620], [-3.0077, 0.3009, -0.9857], [-3.3093, -2.0662, -0.7353], [-4.0435, -3.0388, -0.8858], [-2.1070, -2.0438, -0.1436], [-1.4559, -3.2425, 0.2233], [-1.1582, -4.2400, -0.7195], [-1.5322, -4.0841, -2.1691], [-0.4843, -5.3809, -0.2882], [-0.0824, -5.5304, 1.0301], [-0.3711, -4.5337, 1.9500], [-1.0661, -3.3929, 1.5651], [-1.4091, -2.3336, 2.5767], [0.7334, 4.4446, -2.5491], [-0.9991, 4.5561, -2.1846], [-0.2458, 2.9772, -2.3494], [1.5617, 5.6616, -0.6558], [2.0968, 5.7065, 1.7561], [1.0802, 4.0323, 3.2716], [-0.3657, 2.2214, 3.6697], [-0.2502, 1.0452, 2.3689], [-1.7306, 2.0007, 2.5529], [-4.9756, 2.8602, -1.7496], [-6.5257, 0.9407, -2.2723], [-5.7430, -1.4035, -1.7638], [-1.2516, -3.0949, -2.5317], [-2.6098, -4.1936, -2.2988], [-1.0289, -4.8371, -2.7776], [-0.2580, -6.1574, -1.0140], [0.4485, -6.4221, 1.3457], [-0.0705, -4.6471, 2.9861], [-1.2077, -2.6858, 3.5872], [-2.4553, -2.0383, 2.4983], [-0.7957, -1.4339, 2.4359], [5.0440, 1.6412, 1.6113], [4.1542, 2.7526, 1.0354], [3.1497, 2.1924, 0.0768], [2.0791, 1.5803, 0.4238], [1.3557, 1.0966, -0.6407], [1.9109, 1.3156, -1.8015], [1.3814, 0.9121, -2.9913], [3.3790, 2.2171, -1.6624], [5.7250, 2.0409, 2.3648], [5.6426, 1.1764, 0.8233], [4.4235, 0.8704, 2.0731], [4.7608, 3.5053, 0.5301], [3.6006, 3.2459, 1.8333], [0.7793, 0.1014, -2.9303], [1.9662, 0.9568, -3.8046], [0.4585, -1.4866, -1.7359], [1.1322, -1.9118, -0.7781], [2.2030, -2.9737, -0.8102], [2.8655, -2.8171, 0.5631], [1.9058, -1.9161, 1.3461], [1.9658, -1.6605, 2.5234], [0.9617, -1.4228, 0.4539], [2.8628, -2.8482, -1.6682], [1.6985, -3.9334, -0.9066], [3.8285, -2.3076, 0.5029], [3.0113, -3.7479, 1.1075]], "energy_ev": -66817.735, "homo_energy_ev": -8.2, "spin_multiplicity": 1}


(2)
{"formula": "C36H34N6O6PRbSSe4", "method": "ωB97M-V/def2-TZVPD", "elements": ["Rb", "Se", "Se", "C", "C", "C", "C", "C", "N", "C", "C", "C", "C", "C", "N", "H", "H", "H", "H", "H", "H", "H", "H", "O", "N", "C", "C", "C", "C", "C", "S", "H", "H", "H", "H", "O", "C", "O", "C", "C", "N", "N", "C", "C", "O", "O", "H", "H", "H", "Se", "P", "Se", "C", "C", "C", "C", "C", "C", "C", "C", "C", "C", "C", "C", "H", "H", "H", "H", "H", "H", "H", "H", "H", "H", "C", "N", "C", "C", "C", "O", "H", "H", "H", "H", "H", "H", "H", "H", "H"], "coordinates": [[0.6148, 0.5231, 2.1156], [5.3563, 2.0313, 3.4114], [4.2746, 2.4318, 5.3751], [2.9680, 1.0223, 5.2441], [1.7220, 1.1595, 5.8305], [0.8550, 0.0845, 5.7272], [1.2816, -1.0695, 5.0880], [2.5576, -1.0851, 4.5444], [3.3884, -0.0560, 4.6165], [4.2602, 3.1060, 2.2378], [3.7720, 4.3485, 2.6142], [3.0169, 5.0451, 1.6897], [2.7788, 4.4654, 0.4518], [3.3055, 3.2119, 0.1941], [4.0517, 2.5464, 1.0640], [1.4452, 2.0739, 6.3351], [-0.1337, 0.1452, 6.1630], [0.6553, -1.9458, 4.9955], [2.9252, -1.9756, 4.0545], [3.9697, 4.7417, 3.6029], [2.6104, 6.0169, 1.9251], [2.1877, 4.9797, -0.2893], [3.1252, 2.7078, -0.7437], [0.6317, -2.0290, 2.4154], [0.4377, -3.1358, 1.7804], [0.4580, -3.1292, 0.4413], [0.2488, -4.2612, -0.3117], [-0.0227, -5.4599, 0.3442], [-0.0268, -5.4720, 1.7168], [0.2278, -4.3149, 2.4689], [0.2768, -4.3431, 4.1496], [0.6198, -2.1590, -0.0061], [0.2879, -4.1996, -1.3861], [-0.2393, -6.3605, -0.2168], [-0.2298, -6.3791, 2.2681], [-0.0544, 6.5192, 0.7858], [-0.3227, 5.8183, -0.2945], [-0.3886, 6.3478, -1.3916], [-0.5388, 4.3682, -0.1378], [-0.9982, 3.5324, -1.1477], [-1.0597, 2.3030, -0.6356], [-0.6763, 2.2651, 0.6269], [-0.3429, 3.4965, 0.9694], [0.2482, 3.7715, 2.3298], [0.2715, 4.9732, 2.7180], [0.6968, 2.8141, 2.9706], [0.0419, 5.9024, 1.6478], [-1.2713, 3.7623, -2.1583], [-1.3534, 1.4493, -1.0953], [-4.1842, 0.7026, -0.8452], [-3.3920, -0.7692, -2.1794], [-1.3112, -0.7450, -2.6955], [-3.9097, -2.4053, -1.5589], [-2.9689, -3.2622, -1.0110], [-3.3664, -4.4746, -0.4751], [-4.7035, -4.8357, -0.4966], [-5.6502, -3.9628, -1.0154], [-5.2574, -2.7433, -1.5332], [-4.2294, -0.6186, -3.7958], [-4.3444, 0.6704, -4.2971], [-4.8543, 0.8813, -5.5626], [-5.2429, -0.2010, -6.3370], [-5.0996, -1.4906, -5.8487], [-4.5878, -1.7052, -4.5806], [-1.9260, -2.9742, -1.0157], [-2.6272, -5.1275, -0.0327], [-5.0132, -5.7935, -0.0980], [-6.6998, -4.2318, -1.0042], [-5.9931, -2.0448, -1.9137], [-4.0223, 1.4991, -3.6796], [-4.9422, 1.8891, -5.9445], [-5.6476, -0.0416, -7.3272], [-5.3810, -2.3349, -6.4636], [-4.4581, -2.7115, -4.2013], [2.5656, 0.5988, -2.8470], [3.3415, -0.0072, -1.7860], [4.6662, -0.4544, -2.1354], [2.7766, -0.1725, -0.5622], [3.5537, -0.9996, 0.4368], [1.6888, 0.3046, -0.3017], [2.6602, 0.0120, -3.7631], [2.8883, 1.6243, -3.0496], [1.5182, 0.6130, -2.5433], [5.0722, 0.2095, -2.8983], [4.6594, -1.4765, -2.5292], [5.3289, -0.4210, -1.2737], [3.8695, -1.9403, -0.0110], [2.8940, -1.2004, 1.2776], [4.4188, -0.4482, 0.7999]], "energy_ev": -341279.834, "homo_energy_ev": -2.5, "charge": -2, "spin_multiplicity": 1, "de_lowest_ev": 0.658}


(3)
{"formula": "C58H55F3IrN6P2", "method": "ωB97M-V/def2-TZVPD", "elements": ["Ir", "C", "C", "C", "C", "N", "C", "C", "C", "C", "C", "C", "N", "C", "C", "C", "C", "C", "N", "H", "H", "H", "H", "H", "H", "H", "H", "H", "H", "H", "C", "N", "P", "C", "C", "C", "C", "C", "C", "C", "C", "C", "C", "C", "C", "P", "C", "C", "C", "C", "C", "C", "C", "C", "C", "C", "C", "C", "H", "H", "H", "H", "H", "H", "H", "H", "H", "H", "H", "H", "H", "H", "H", "H", "H", "H", "H", "H", "H", "H", "H", "F", "C", "F", "F", "C", "C", "C", "N", "C", "C", "H", "H", "H", "H", "C", "C", "C", "C", "C", "C", "C", "C", "C", "C", "C", "C", "N", "H", "H", "H", "H", "H", "H", "H", "H", "H", "H", "H", "H", "H", "H", "H", "H", "H"], "coordinates": [[-0.8367, 1.0096, 0.0434], [-4.6778, 3.0162, 0.8864], [-4.6926, 3.0492, 2.2725], [-3.5543, 2.6785, 2.9679], [-2.4262, 2.2810, 2.2620], [-2.4248, 2.2437, 0.9220], [-3.5240, 2.6019, 0.2505], [-1.1811, 1.8275, 2.9380], [-0.9188, 2.1736, 4.2512], [0.2333, 1.6801, 4.8452], [1.0868, 0.9014, 4.1029], [0.8124, 0.6154, 2.7543], [-0.3427, 1.0713, 2.2050], [1.8056, -0.1223, 1.9792], [2.9600, -0.6984, 2.5795], [4.0732, -0.9992, 1.8582], [4.1614, -0.6495, 0.4038], [3.1203, 0.4202, 0.1040], [1.7802, -0.0694, 0.5513], [-5.5429, 3.3018, 0.3054], [-5.5835, 3.3496, 2.8072], [-3.5556, 2.6703, 4.0478], [-3.4528, 2.5649, -0.8285], [-1.5876, 2.8216, 4.7968], [0.4673, 1.9226, 5.8729], [2.0030, 0.5492, 4.5477], [2.9705, -0.9023, 3.6418], [4.9065, -1.5018, 2.3335], [5.1626, -0.3078, 0.1303], [3.0629, 0.5657, -0.9642], [1.3814, 3.2095, -2.8053], [1.3084, 2.1423, -1.7750], [0.3389, 0.6768, -2.0143], [0.0916, 0.6376, -3.8129], [1.1626, 0.7104, -4.7098], [0.9331, 0.6516, -6.0734], [-0.3641, 0.5360, -6.5601], [-1.4328, 0.4914, -5.6801], [-1.2037, 0.5423, -4.3124], [1.4510, -0.7640, -1.6732], [1.4201, -1.3390, -0.2486], [2.4728, -2.3550, -0.0175], [3.8153, -1.9260, -0.4704], [3.7155, -1.6059, -1.9398], [2.5654, -1.0915, -2.4732], [0.7953, 2.6143, -0.1921], [0.4269, 4.4066, -0.2402], [-0.8090, 4.9419, 0.0951], [-0.9878, 6.3199, 0.1821], [0.0690, 7.1735, -0.0719], [1.3125, 6.6506, -0.4173], [1.4923, 5.2838, -0.4868], [2.2176, 2.6623, 0.9176], [2.1142, 3.4450, 2.0379], [3.1225, 3.5028, 3.0093], [4.2867, 2.7128, 2.8575], [4.4420, 1.9077, 1.7828], [3.4527, 1.8413, 0.6568], [1.2100, 2.8070, -3.7922], [2.3706, 3.6673, -2.8018], [0.6372, 3.9852, -2.6412], [2.1730, 0.8472, -4.3472], [1.7675, 0.7083, -6.7595], [-0.5385, 0.4958, -7.6268], [-2.4446, 0.4215, -6.0561], [-2.0459, 0.5160, -3.6317], [0.0349, -1.6746, 1.1758], [2.3429, -3.0559, 0.7952], [4.5748, -2.6867, -0.2905], [4.5724, -1.7857, -2.5767], [2.5485, -0.8590, -3.5294], [-1.6441, 4.2912, 0.2814], [-1.9570, 6.7195, 0.4501], [-0.0667, 8.2443, -0.0003], [2.1436, 7.3128, -0.6193], [2.4736, 4.8939, -0.7276], [1.2243, 4.0477, 2.1866], [3.0139, 4.1542, 3.8649], [5.0644, 2.7615, 3.6088], [5.3599, 1.3453, 1.6674], [3.9682, 2.3128, -0.1994], [-5.8226, -3.8341, 1.1606], [-5.7522, -3.1477, 0.0148], [-5.6879, -4.0206, -0.9932], [-6.8888, -2.4502, -0.1152], [-4.5620, -2.2144, 0.0168], [-3.8466, -1.9742, -1.1401], [-2.7788, -1.0995, -1.0899], [-2.4115, -0.4639, 0.0274], [-3.1010, -0.7250, 1.1469], [-4.1792, -1.5821, 1.1874], [-4.0967, -2.4713, -2.0663], [-2.1950, -0.8938, -1.9722], [-2.7674, -0.2333, 2.0502], [-4.6963, -1.7636, 2.1192], [0.3911, -4.6572, 2.9381], [-0.6964, -3.6130, 2.6488], [-0.2873, -2.2926, 3.2721], [-1.0932, -3.7522, 1.1649], [-2.0615, -4.7500, 1.0485], [-2.4319, -5.2850, -0.1596], [-1.7121, -4.8822, -1.2591], [-0.7230, -3.8944, -1.2325], [0.0148, -3.8605, -2.5748], [1.5090, -4.1570, -2.4676], [-0.4008, -2.6871, -3.4495], [-0.4961, -3.1885, -0.0056], [0.0996, -1.8546, 0.1836], [0.6367, -4.6731, 4.0016], [1.3017, -4.4230, 2.3793], [0.0705, -5.6555, 2.6443], [-1.5912, -3.9149, 3.1954], [0.7192, -2.0044, 2.9785], [-0.2737, -2.4061, 4.3579], [-0.9913, -1.4897, 3.0439], [-2.5159, -5.1303, 1.9557], [-3.1998, -6.0425, -0.2348], [-1.9064, -5.3709, -2.2058], [-0.3659, -4.7369, -3.0983], [2.0101, -3.5544, -1.7156], [2.0093, -3.9990, -3.4241], [1.6513, -5.1980, -2.1730], [-0.3636, -1.7546, -2.9006], [-1.4304, -2.8245, -3.7899], [0.2352, -2.5870, -4.3313]], "energy_ev": -99532.243, "homo_energy_ev": [-11.7, -12.4], "charge": 2, "s2": 8.87, "spin_multiplicity": 6, "de_lowest_ev": 0.312}